Record 1
The following is a DFT calculation (ωB97M-V with the def2-TZVPD basis set) of a single C6H12O molecule.

```
19
Properties=species:S:1:pos:R:3:forces:R:3
C -1.114145 -1.338922 -1.053635 0.14 -0.36 -0.12
C 0.030534 -1.464951 -0.375485 -0.12 0.15 -0.22
O 0.176519 -2.362124 0.638246 -0.25 0.01 0.29
C 1.208802 -0.542762 -0.456534 -0.05 -0.04 -0.09
C 1.155495 0.430047 0.748364 0.13 0.04 0.07
C -0.212529 1.049241 1.017547 0.03 -0.03 0.01
C -0.678093 1.794948 -0.236986 -0.22 -0.14 -0.20
H -1.163414 -0.817037 -1.997723 0.00 0.37 0.24
H -2.024888 -1.817481 -0.700111 0.18 -0.29 -0.23
H -0.618053 -2.912800 0.647376 0.17 -0.01 0.12
H 2.154332 -1.095979 -0.426097 -0.18 0.02 -0.03
H 1.178253 0.017741 -1.396552 -0.08 -0.16 0.14
H 1.552677 -0.067814 1.639128 -0.05 0.08 -0.12
H 1.786704 1.293640 0.508548 0.31 -0.28 0.13
H -0.130182 1.687640 1.906477 0.00 0.06 -0.29
H -0.983029 0.307716 1.258139 0.31 -0.08 0.10
H -1.401439 1.119039 -0.729098 -0.05 0.98 0.11
H -1.041004 2.806250 -0.016204 -0.35 -0.41 -0.17
H 0.123460 1.913607 -0.975400 0.07 0.09 0.25
```
Forces are in eV/Å.

As for the LUMO energy: 0.0346 hartree. The calculation puts the highest occupied orbital energy at -8.75 eV. Its HOMO-LUMO gap is 0.35637 Eh. For the relative energy (zero: lowest compared OMol25 entry of this formula, charge and spin), the calculation gives 25.0 kcal/mol.


Record 2
The following is a DFT calculation (ωB97M-V with the def2-TZVPD basis set) of 2 unconnected molecules or ions with the total composition C6H12O at a distorted geometry.

```
19
Properties=species:S:1:pos:R:3:forces:R:3
C 2.483675 -0.092563 -0.555703 -1.49 1.12 -0.33
O 0.871850 2.241175 0.190963 0.23 0.51 -0.03
C 0.983570 -0.423251 -0.641905 -0.16 0.57 0.12
C 0.444272 -0.708610 0.773318 0.02 0.23 -0.13
C -0.903722 0.068950 1.016355 -1.17 -1.29 -1.57
C -2.746355 0.459045 -0.626986 -1.21 2.65 -1.69
C -2.077140 -0.387349 0.186373 3.02 -0.78 2.45
H 2.874048 0.032857 -1.555752 0.29 0.08 -0.18
H 3.070210 -0.802115 -0.014151 0.36 -0.31 0.50
H 2.408265 0.916934 -0.077259 1.17 -0.79 -0.07
H 0.556040 0.591258 -0.929074 -0.02 -1.47 -0.47
H 0.746650 -1.234228 -1.354796 -0.11 0.58 0.18
H 0.385679 -1.771210 1.002602 0.05 0.08 0.16
H 1.132887 -0.172931 1.433800 -0.16 -0.52 0.37
H -1.224041 -0.010551 2.065977 0.21 -0.09 0.11
H -0.599097 1.050849 0.724348 -0.64 0.86 0.41
H -2.420304 1.537214 -0.658180 -0.56 -1.22 -0.17
H -3.605342 0.118266 -1.218289 0.37 0.31 0.16
H -2.381151 -1.413733 0.238361 -0.19 -0.52 0.17
```
Forces are in eV/Å.

As for the LUMO energy (spin up / spin down): -0.3410 / -0.2203 hartree. The spin multiplicity is 2. The calculation puts the highest occupied orbital energy (spin up / spin down) at -15.63 / -15.57 eV. As for the charge: +1. Its HOMO-LUMO gap (spin up / spin down) is 0.23346 / 0.35193 Eh. Its expectation value of S² is 1.76. For the relative energy (zero: lowest compared OMol25 entry of this formula, charge and spin), the calculation gives 141.2 kcal/mol.


Record 3
The following is a DFT calculation (ωB97M-V with the def2-TZVPD basis set) of a molecular structure, C6H12O at a distorted geometry.

```
19
Properties=species:S:1:pos:R:3:forces:R:3
O -0.032459 -0.370055 -2.879505 -0.46 0.85 -0.40
C 1.054135 -0.151686 -2.451750 -0.35 -3.50 -2.25
C 1.226918 -0.054452 -0.924305 -2.51 -0.52 -0.06
C -0.044564 -0.112553 -0.121059 0.17 1.38 0.57
C -0.793841 1.240657 -0.269894 0.83 -0.60 -0.82
C 0.273062 -0.381458 1.362361 0.12 0.05 -0.18
C -0.996870 -0.593594 2.177285 -0.35 -1.08 -0.63
H 1.986103 -0.448845 -2.935075 0.23 0.60 -0.33
H 1.186371 0.924420 -1.700661 1.42 0.77 2.37
H 1.900010 -0.912477 -0.840261 1.35 1.16 0.46
H -0.653185 -0.903003 -0.572466 -0.01 -0.19 0.22
H -1.826246 1.175568 0.042845 -0.10 0.08 0.04
H -0.733944 1.487197 -1.334089 -0.62 0.30 -0.03
H -0.250957 2.028411 0.247527 -0.14 -0.01 0.31
H 0.910094 -1.265904 1.438217 0.08 0.08 0.12
H 0.822571 0.499583 1.704962 0.17 -0.23 0.22
H -1.555395 0.309931 2.398741 0.08 0.05 0.09
H -0.839620 -1.200124 3.065930 0.34 0.49 0.32
H -1.632183 -1.271614 1.591198 -0.24 0.32 -0.03
```
Forces are in eV/Å.

As for the LUMO energy (spin up / spin down): -0.2261 / -0.3178 hartree. The spin multiplicity is 2. The calculation puts the highest occupied orbital energy (spin up / spin down) at -15.60 / -15.61 eV. As for the charge: +1. Its HOMO-LUMO gap (spin up / spin down) is 0.34729 / 0.25600 Eh. Its expectation value of S² is 0.77. For the relative energy (zero: lowest compared OMol25 entry of this formula, charge and spin), the calculation gives 77.3 kcal/mol.


Number 1: E -8463.271 eV. Number 2: E -8448.926 eV. Number 3: E -8451.697 eV.